--- i ---
C5H15NO | ωB97M-V/def2-TZVPD

XYZ file:
```
22
Properties=species:S:1:pos:R:3:lowdin_charge:R:1
C 0.386 -2.041 -1.315 -0.11
C 0.054 -0.603 -0.921 -0.21
C 0.652 -0.060 0.424 -0.35
C 1.950 -0.759 0.815 -0.09
C 0.991 1.433 0.254 -0.29
N 0.708 2.178 1.464 0.00
H -0.426 -2.678 -1.674 0.07
H 1.070 -2.086 -2.163 0.07
H 0.910 -2.591 -0.584 0.03
H 0.404 0.045 -1.719 0.09
H -1.017 -0.537 -0.796 0.10
H -0.139 -0.146 1.156 0.12
H 2.592 -0.843 -0.065 0.09
H 2.497 -0.232 1.591 0.08
H 1.846 -1.794 1.144 0.07
H 2.067 1.556 0.092 0.11
H 0.695 1.889 -0.711 0.11
H -0.269 2.202 1.735 0.07
H 1.011 3.136 1.463 0.06
O -5.194 1.005 -0.069 -0.06
H -5.946 0.680 0.429 0.03
H -4.842 0.245 -0.550 0.03
```

Properties
Structure (SMILES) = CC[C@@H](C)CN.O
Spin multiplicity = 1
Kohn-Sham gap = 9.73 eV
E_LUMO = 0.75 eV



--- ii ---
C5H15NO | ωB97M-V/def2-TZVPD

XYZ file:
```
22
Properties=species:S:1:pos:R:3:lowdin_charge:R:1
C -1.305 1.055 1.976 -0.10
C -0.897 0.123 0.795 -0.25
N 0.461 0.478 0.356 -0.24
C 1.422 0.290 1.430 -0.14
C 0.955 -0.283 -0.837 -0.20
C 1.410 0.888 -1.798 -0.10
H -2.359 1.188 2.140 0.06
H -0.844 0.698 2.925 0.06
H -0.720 1.994 1.881 0.08
H -0.964 -0.949 1.074 0.12
H -1.727 0.277 0.114 0.10
H 1.748 -0.729 1.685 0.09
H 1.087 0.653 2.401 0.06
H 2.353 0.892 1.280 0.10
H 0.100 -0.595 -1.428 0.10
H 1.860 -0.803 -0.549 0.10
H 0.560 1.554 -2.045 0.07
H 2.031 1.517 -1.150 0.05
H 1.983 0.654 -2.700 0.06
O -2.418 -2.759 -2.154 -0.07
H -2.987 -3.433 -2.540 0.03
H -1.749 -2.710 -2.858 0.04
```

Properties
Structure (SMILES) = CCN(C)CC.O
Spin multiplicity = 1
Kohn-Sham gap = 9.10 eV
E_LUMO = 0.76 eV



--- iii ---
C5H15NO | ωB97M-V/def2-TZVPD

XYZ file:
```
22
Properties=species:S:1:pos:R:3:lowdin_charge:R:1
C -0.280 -0.901 1.972 -0.13
C 0.168 -0.041 0.732 -0.35
C 0.921 1.114 1.471 -0.12
C -1.209 0.390 -0.045 -0.42
C -0.946 1.566 -1.128 -0.08
N -2.422 0.710 0.628 -0.03
H -0.988 -0.236 2.464 0.03
H 0.496 -1.325 2.730 0.10
H -1.168 -1.647 1.713 0.10
H 0.875 -0.387 -0.022 0.12
H 0.422 1.443 2.403 0.07
H 1.866 0.588 1.904 0.10
H 1.086 1.999 0.830 0.06
H -1.555 -0.483 -0.761 0.15
H -0.050 1.285 -1.629 0.04
H -1.606 1.456 -1.948 0.05
H -0.736 2.559 -0.723 0.07
H -2.350 1.788 0.914 0.13
H -3.298 0.475 0.112 0.09
O 3.405 -3.520 -3.480 -0.13
H 3.001 -3.258 -4.402 0.09
H 4.368 -3.573 -3.735 0.05
```

Properties
Structure (SMILES) = CC(C)[C@H](C)N.O
Spin multiplicity = 1
Kohn-Sham gap = 9.60 eV
E_LUMO = 0.86 eV



Quick one: most stable of them? i



--- i ---
C5H15NO | ωB97M-V/def2-TZVPD

XYZ file:
```
22
Properties=species:S:1:pos:R:3:lowdin_charge:R:1
C 0.550 0.268 2.905 -0.11
C 0.652 0.753 1.473 -0.31
N 0.269 -0.295 0.531 -0.05
C 0.886 -0.168 -0.780 -0.47
C 0.447 1.059 -1.574 -0.08
C 0.702 -1.475 -1.569 -0.06
H 0.714 1.117 3.566 0.07
H 1.328 -0.478 3.102 0.07
H -0.400 -0.249 3.070 0.07
H 0.011 1.635 1.345 0.11
H 1.704 1.028 1.280 0.12
H -0.735 -0.236 0.392 0.08
H 1.975 -0.081 -0.634 0.13
H 0.822 1.045 -2.601 0.07
H -0.640 1.134 -1.634 0.06
H 0.808 2.004 -1.153 0.07
H 1.586 -2.098 -1.460 0.07
H -0.164 -2.048 -1.235 0.06
H 0.557 -1.301 -2.641 0.07
O -2.770 -0.161 -0.717 -0.05
H -2.976 -1.111 -0.757 0.05
H -3.353 0.316 -1.309 0.04
```

Properties
Structure (SMILES) = CCNC(C)C.O
Spin multiplicity = 1
Kohn-Sham gap = 9.08 eV
E_LUMO = 0.65 eV



--- ii ---
C5H15NO | ωB97M-V/def2-TZVPD

XYZ file:
```
22
Properties=species:S:1:pos:R:3:lowdin_charge:R:1
C -0.512 -0.491 -1.815 -0.09
C -1.025 0.878 -1.421 -0.24
N -0.654 1.315 -0.083 -0.25
C 0.734 1.628 0.085 -0.12
C -1.237 0.593 1.030 -0.25
C -0.420 -0.611 1.575 -0.09
H -0.957 -1.309 -1.238 0.07
H 0.512 -0.663 -1.691 0.04
H -0.749 -0.714 -2.857 0.07
H -0.666 1.618 -2.138 0.11
H -2.109 0.954 -1.440 0.11
H 0.908 2.097 1.057 0.09
H 1.427 0.776 0.002 0.07
H 1.080 2.281 -0.671 0.07
H -1.352 1.300 1.851 0.11
H -2.215 0.189 0.789 0.11
H -0.929 -1.004 2.445 0.06
H -0.362 -1.414 0.845 0.05
H 0.563 -0.253 1.871 0.05
O 2.357 -2.163 0.709 -0.05
H 2.752 -2.878 1.211 0.03
H 2.855 -2.131 -0.116 0.04
```

Properties
Structure (SMILES) = CCN(C)CC.O
Spin multiplicity = 1
Kohn-Sham gap = 8.47 eV
E_LUMO = 0.68 eV



--- iii ---
C5H15NO | ωB97M-V/def2-TZVPD

XYZ file:
```
22
Properties=species:S:1:pos:R:3:lowdin_charge:R:1
C -1.110 -0.057 2.199 -0.24
C -0.606 -1.771 1.910 -0.02
C 0.039 0.712 1.723 0.00
N 1.765 0.104 -2.208 0.05
C 1.122 0.178 -0.906 -0.37
C -0.395 0.057 -0.937 -0.03
H 0.804 0.864 2.478 0.10
H -1.991 -0.140 1.570 0.08
H -1.500 -2.443 1.981 0.07
H 0.118 -2.166 2.646 0.06
H -0.096 -1.637 0.971 0.01
H -1.445 -0.035 3.276 0.12
H -0.406 1.742 1.471 0.12
H 1.783 -0.848 -2.565 0.08
H 1.636 -0.446 -0.157 0.11
H 1.358 1.149 -0.513 0.10
H -0.556 0.351 0.248 0.07
H -0.828 0.776 -1.641 0.06
H -0.848 -0.889 -1.216 0.09
H 0.090 2.161 -4.165 -0.07
H 1.097 0.701 -2.797 0.01
O -0.032 1.636 -3.366 -0.38
```

Properties
Spin multiplicity = 1
Kohn-Sham gap = 3.94 eV
E_LUMO = -3.57 eV



--- iv ---
C5H15NO | ωB97M-V/def2-TZVPD

XYZ file:
```
22
Properties=species:S:1:pos:R:3:lowdin_charge:R:1
C -2.705 0.330 -0.565 -0.10
C -1.200 0.548 -0.509 -0.25
C -0.314 -0.679 -0.755 -0.40
C -0.375 -1.653 0.402 -0.09
C 1.121 -0.163 -0.999 -0.25
N 2.132 -1.238 -0.860 -0.01
H -3.245 1.225 -0.261 0.07
H -3.064 -0.471 0.086 0.06
H -2.984 0.062 -1.577 0.07
H -0.896 0.976 0.446 0.11
H -0.959 1.277 -1.292 0.11
H -0.619 -1.246 -1.633 0.13
H -1.405 -1.973 0.575 0.07
H 0.084 -1.247 1.297 0.08
H 0.196 -2.557 0.183 0.07
H 1.326 0.539 -0.188 0.11
H 1.180 0.274 -1.996 0.11
H 2.051 -1.888 -1.637 0.07
H 3.064 -0.849 -0.924 0.06
O 1.139 2.393 2.665 -0.06
H 1.583 1.579 2.404 0.02
H 0.981 2.272 3.606 0.03
```

Properties
Structure (SMILES) = CC[C@H](C)CN.O
Spin multiplicity = 1
Kohn-Sham gap = 10.18 eV
E_LUMO = 0.83 eV



Quick one: most stable of them? iv



--- i ---
C10H21IN | ωB97M-V/def2-TZVPD

XYZ file:
```
33
Properties=species:S:1:pos:R:3:lowdin_charge:R:1
C 0.826 1.024 -2.226 -0.08
C 0.294 1.015 -0.799 -0.38
C -1.981 1.386 -1.714 -0.12
C 0.630 2.005 2.294 -0.10
C -1.096 -1.819 -0.903 0.11
C 0.217 -2.339 1.252 -0.06
C -1.030 1.602 -0.586 -0.24
C 0.615 0.600 1.734 -0.36
C 0.950 0.523 0.253 -0.51
C 0.021 -1.978 -0.169 -0.39
N 1.306 -2.223 -0.812 0.15
I 3.184 0.203 -0.091 0.91
H 0.043 1.693 -2.853 0.13
H 0.796 0.031 -2.671 0.07
H -1.897 0.447 -2.173 0.03
H -1.787 2.160 -2.538 0.11
H -3.065 1.388 -1.400 0.11
H 1.677 2.417 2.024 0.10
H -0.232 2.500 1.775 0.08
H 0.663 2.177 3.428 0.11
H -1.114 -1.689 -2.048 0.12
H 1.757 1.516 -2.402 0.04
H -1.994 -1.697 -0.466 0.05
H 1.217 -1.960 1.505 0.06
H 0.240 -3.452 1.602 0.15
H -0.431 -1.907 1.983 0.08
H -1.604 1.328 0.317 0.13
H -0.917 2.646 -0.554 0.12
H 1.168 -0.087 2.332 0.07
H -0.512 0.236 1.875 0.14
H 1.673 -1.391 -1.261 0.00
H 1.079 -3.010 -1.466 0.20
H 1.967 -2.672 -0.137 0.15
```

Properties
Spin multiplicity = 1
Kohn-Sham gap = 8.75 eV
E_LUMO = -3.50 eV
Net charge = +1



--- ii ---
C10H21IN | ωB97M-V/def2-TZVPD

XYZ file:
```
33
Properties=species:S:1:pos:R:3:lowdin_charge:R:1
C 1.481 -0.907 -1.126 -0.12
C 1.561 -1.594 0.305 -0.16
C 1.363 0.648 -0.951 -0.11
C 0.348 -2.578 0.366 -0.32
C 0.100 1.116 -0.377 -0.12
C -0.826 -1.867 1.009 -0.72
C 0.338 3.180 1.168 -0.02
C -1.108 1.291 -2.693 -0.05
C -0.006 1.645 0.960 -0.18
C -1.133 1.211 -1.152 -0.24
N -1.164 -2.501 2.378 0.06
I -2.661 -1.910 -0.170 0.82
H 2.370 -1.141 -1.762 0.13
H 0.676 -1.332 -1.860 0.14
H 2.377 -2.189 0.603 0.08
H 1.530 -0.773 1.192 0.14
H 2.027 0.988 -0.258 0.10
H 1.572 0.859 -1.972 0.12
H 0.049 -2.931 -0.581 0.06
H 0.635 -3.394 0.926 0.07
H 1.369 3.532 0.889 0.11
H 0.092 3.561 2.094 0.06
H -0.314 3.595 0.453 0.05
H -0.793 2.322 -2.888 0.08
H -2.207 1.034 -2.991 0.12
H -0.346 0.474 -3.042 0.10
H -0.897 1.555 1.501 0.11
H 0.737 1.381 1.640 0.09
H -1.551 0.262 -0.786 -0.02
H -1.856 2.046 -0.639 0.19
H -0.544 -1.972 2.949 0.13
H -1.158 -3.537 2.162 0.17
H -2.058 -2.073 2.651 0.11
```

Properties
Spin multiplicity = 1
Kohn-Sham gap (spin up / spin down) = 5.56 / 5.56 eV
E_LUMO (spin up / spin down) = -4.72 / -4.72 eV
Net charge = +1



Quick one: most stable of them? i



--- i ---
C4H2S2 | ωB97M-V/def2-TZVPD

XYZ file:
```
8
Properties=species:S:1:pos:R:3:lowdin_charge:R:1
C 0.168 -2.205 1.173 0.14
C 0.182 -0.981 0.926 -0.21
C 0.293 0.381 0.443 -0.89
S 1.246 1.582 0.963 0.80
C -0.514 0.505 -0.789 -0.73
S -1.272 -0.616 -1.651 0.76
H -0.001 -3.179 1.717 0.07
H -0.361 1.542 -1.244 0.06
```

Properties
Structure (SMILES) = C#CC(=S)C=S
Spin multiplicity = 1
Kohn-Sham gap = 6.91 eV
E_LUMO = -2.27 eV



--- ii ---
C4H2S2 | ωB97M-V/def2-TZVPD

XYZ file:
```
8
Properties=species:S:1:pos:R:3:lowdin_charge:R:1
S 1.753 2.602 -0.385 0.71
C 0.807 1.747 0.658 -0.62
C 0.250 0.522 0.180 -0.14
C -0.247 -0.500 -0.184 -0.12
C -0.815 -1.744 -0.676 -0.60
S -1.752 -2.609 0.395 0.68
H 0.602 2.044 1.654 0.04
H -0.575 -2.085 -1.688 0.06
```

Properties
Structure (SMILES) = S=CC#CC=S
Spin multiplicity = 1
Kohn-Sham gap = 7.13 eV
E_LUMO = -2.13 eV



Quick one: most stable of them? ii